# 1
# C4H10N2O2

A cluster of 3 separate species, C4H10N2O2 in total at a distorted geometry (ωB97M-V/def2-TZVPD, OMol25).

* multiplicity: 1
* orbital gap: 0.3526 hartree
* charge: 0
* highest occupied orbital energy: -0.3264 Eh
* energy above the lowest of the compared OMol25 structures with the same formula, charge and spin: 155.3 kJ/mol
* calculated total energy: -418.40180 Ha
* SMILES: Cc1cnc[nH]1.O.O
* max |F|: 0.0326 hartree/bohr

Last column: Mulliken charge in e.
Geometry (Å):
C -0.656 -1.488 1.722  -1.17
C -0.266 -0.656 0.545  0.58
C -1.015 -0.380 -0.566  -0.31
N -0.397 0.636 -1.279  -0.57
C 0.636 0.992 -0.586  -0.39
N 0.769 0.231 0.542  -0.07
H -1.584 -2.009 1.509  0.30
H 0.050 -2.306 1.900  0.30
H -0.759 -0.886 2.625  0.32
H -1.857 -0.921 -0.956  0.36
H 1.298 1.791 -0.877  0.50
H 1.257 0.499 1.380  0.19
O -2.851 2.090 -0.885  -0.67
H -2.005 2.084 -0.438  0.31
H -2.704 2.343 -1.799  0.32
O 3.413 -0.744 -0.584  -0.64
H 4.103 -0.729 -1.255  0.31
H 2.569 -0.546 -0.996  0.33

# 2
# C39H53BFN5O6SSe2Si2V

A structure of composition C39H53BFN5O6SSe2Si2V (ωB97M-V/def2-TZVPD, OMol25).

* multiplicity: 2
* orbital gap (alpha / beta): 0.2176 / 0.2421 hartree
* charge: -2
* highest occupied orbital energy (alpha / beta): -0.0849 / -0.0922 Eh
* calculated total energy: -9092.12089 Ha
* max |F|: 0.0164 hartree/bohr

Last column: Mulliken spin population.
Geometry (Å):
V -1.238 -0.989 -0.393  1.39
O -6.332 -3.357 -3.876  0.00
C -6.143 -2.738 -2.605  0.00
C -4.811 -1.986 -2.442  0.01
C -4.851 -0.777 -3.401  0.00
O -3.608 -0.348 -3.905  0.00
C -3.681 -2.968 -2.732  0.00
Se -1.825 -2.541 -2.234  -0.09
C -4.754 -1.552 -0.980  0.00
Se -3.506 -0.098 -0.558  -0.10
H -5.530 -3.854 -4.071  0.00
H -6.221 -3.487 -1.807  0.00
H -6.973 -2.036 -2.491  0.00
H -5.360 0.040 -2.870  0.00
H -5.449 -1.040 -4.276  0.00
H -3.099 -0.001 -3.154  0.00
H -3.599 -3.168 -3.803  0.00
H -3.902 -3.903 -2.210  0.00
H -4.504 -2.393 -0.330  0.00
H -5.727 -1.159 -0.673  0.00
C -2.108 3.764 -5.595  0.00
Si -1.397 4.037 -3.864  0.00
C 0.123 5.151 -4.020  0.00
C -2.695 5.028 -2.947  0.00
C -0.751 2.359 -3.315  0.00
C 0.048 1.695 -4.218  0.00
C 0.610 0.461 -3.892  -0.01
C 0.252 -0.098 -2.695  0.01
N -0.563 0.487 -1.790  -0.02
C -0.985 1.772 -2.029  0.01
S -1.734 2.708 -0.823  -0.02
H -2.465 4.704 -6.024  0.00
H -2.949 3.069 -5.543  0.00
H -1.374 3.336 -6.282  0.00
H -0.137 6.132 -4.427  0.00
H 0.881 4.702 -4.665  0.00
H 0.572 5.301 -3.034  0.00
H -2.976 5.890 -3.562  0.00
H -2.317 5.373 -1.987  0.00
H -3.583 4.428 -2.746  0.00
H 0.254 2.136 -5.190  0.00
H 1.265 -0.074 -4.566  0.00
H 0.630 -1.080 -2.437  -0.01
C -1.385 0.109 1.460  -0.15
Si 0.166 0.587 2.387  0.01
C 1.432 1.789 1.622  0.00
N 2.021 1.515 0.323  0.00
C 3.075 0.496 0.315  0.00
C 4.451 1.044 -0.075  0.00
C 4.720 2.365 0.641  0.00
C 3.646 3.408 0.274  0.00
C 2.429 2.728 -0.370  0.00
C 1.019 -0.844 3.280  0.00
C 0.292 -2.002 3.571  0.00
C 0.847 -3.035 4.314  0.00
C 2.151 -2.932 4.783  0.00
C 2.889 -1.786 4.514  0.00
C 2.321 -0.754 3.775  0.00
C -0.453 1.690 3.822  0.00
C -1.104 2.891 3.518  0.00
C -1.578 3.733 4.514  0.00
C -1.420 3.388 5.850  0.00
C -0.790 2.196 6.177  0.00
C -0.315 1.360 5.172  0.00
H -1.905 1.042 1.251  0.01
H -2.003 -0.464 2.154  0.01
H 2.211 2.007 2.381  0.00
H 0.850 2.710 1.518  0.00
H 2.807 -0.317 -0.366  0.00
H 3.146 0.065 1.320  0.00
H 4.502 1.193 -1.157  0.00
H 5.216 0.306 0.179  0.00
H 5.719 2.732 0.393  0.00
H 4.711 2.181 1.720  0.00
H 4.043 4.155 -0.421  0.00
H 3.328 3.947 1.170  0.00
H 2.654 2.468 -1.406  0.00
H 1.580 3.409 -0.400  0.00
H -0.720 -2.113 3.197  0.00
H 0.258 -3.924 4.509  0.00
H 2.589 -3.739 5.360  0.00
H 3.907 -1.697 4.875  0.00
H 2.905 0.142 3.588  0.00
H -1.255 3.165 2.477  0.00
H -2.079 4.656 4.247  0.00
H -1.789 4.043 6.631  0.00
H -0.673 1.913 7.217  0.00
H 0.173 0.431 5.448  0.00
F 5.872 -1.197 1.619  0.00
C 5.258 -2.209 0.981  0.00
C 3.964 -2.472 1.204  0.00
N 3.315 -3.530 0.628  0.00
C 1.862 -3.619 0.772  0.00
C 1.164 -2.681 -0.225  0.01
O 0.497 -1.736 0.336  -0.06
O 1.349 -2.868 -1.418  0.00
C 3.972 -4.395 -0.230  0.00
O 3.488 -5.399 -0.695  0.00
N 5.291 -4.037 -0.484  0.00
C 6.040 -2.995 0.051  0.00
O 7.204 -2.827 -0.255  0.00
H 3.375 -1.862 1.879  0.00
H 1.600 -3.358 1.796  0.00
H 1.564 -4.641 0.553  0.00
H 5.766 -4.626 -1.151  0.00
B -2.352 -4.523 2.566  0.00
C -2.138 -3.330 1.551  0.04
N -1.956 -2.465 0.811  -0.05
H -1.510 -5.369 2.331  0.00
H -3.473 -4.962 2.391  0.00
H -2.227 -4.081 3.695  0.00

# 3
# C5H12N2

An isolated molecule of C5H12N2 at a distorted geometry (ωB97M-V/def2-TZVPD, OMol25).

* multiplicity: 1
* orbital gap: 0.3035 hartree
* charge: 0
* highest occupied orbital energy: -0.2729 Eh
* energy above the lowest of the compared OMol25 structures with the same formula, charge and spin: 406.0 kJ/mol
* calculated total energy: -307.07469 Ha
* max |F|: 0.0648 hartree/bohr

Last column: Mulliken charge in e.
Geometry (Å):
C 0.607 0.124 0.758  -0.23
C 0.351 -0.793 -1.569  -1.55
C -0.217 -2.230 0.513  -1.57
C -0.615 1.916 -0.042  -1.10
C -0.191 -0.867 -0.184  0.76
N 0.947 2.312 1.755  -0.95
N 0.395 1.400 0.864  0.64
H 1.323 -0.502 1.382  0.23
H 1.168 -1.392 -1.649  0.43
H 0.461 0.251 -1.673  0.41
H -0.359 -1.163 -2.225  0.37
H -1.047 -2.438 1.078  0.41
H 0.633 -2.374 1.106  0.38
H -0.279 -3.008 -0.269  0.35
H -0.342 1.927 -1.059  0.31
H -1.489 1.247 0.008  0.33
H -0.931 2.867 0.252  0.46
H -1.195 -0.578 -0.286  0.12
H 0.781 3.302 1.243  0.21

# 4
# C2H3IN4

The ion C2H3IN4 with charge +2 at a distorted geometry (ωB97M-V/def2-TZVPD, OMol25).

* multiplicity: 1
* orbital gap (alpha / beta): 0.1722 / 0.1754 hartree
* charge: +2
* highest occupied orbital energy (alpha / beta): -0.7276 / -0.7296 Eh
* energy above the lowest of the compared OMol25 structures with the same formula, charge and spin: 407.9 kJ/mol
* calculated total energy: -593.77213 Ha
* max |F|: 0.1544 hartree/bohr

Last column: Mulliken charge in e.
Geometry (Å):
C 0.675 -0.899 -0.002  0.50
C 2.873 -0.606 0.044  0.26
N 1.068 -2.119 0.045  -0.12
N 2.772 -1.856 -0.103  -0.04
N 1.717 0.114 -0.031  -0.07
N -0.550 -0.425 -0.002  -0.18
I 4.839 0.257 0.027  0.73
H 1.693 1.084 -0.192  0.25
H -1.393 -1.026 0.353  0.38
H -0.934 0.434 -0.351  0.30

# 5
# C40H57CaIN4O6S2Si

A structure of composition C40H57CaIN4O6S2Si at a distorted geometry (ωB97M-V/def2-TZVPD, OMol25).

* multiplicity: 1
* orbital gap: 0.1807 hartree
* charge: 0
* highest occupied orbital energy: -0.1799 Eh
* energy above the lowest of the compared OMol25 structures with the same formula, charge and spin: 0.0 kJ/mol
* calculated total energy: -4290.14603 Ha
* max |F|: 0.0745 hartree/bohr

Last column: Mulliken charge in e.
Geometry (Å):
Ca 8.291 -10.335 21.111  2.83
O 9.907 -10.149 22.730  -0.08
S 10.865 -9.659 23.888  -0.06
C 9.818 -9.850 25.430  -0.84
C 8.991 -11.115 25.413  0.19
C 7.635 -10.896 26.207  -1.02
C 6.665 -9.939 25.502  -0.59
S 5.950 -10.485 23.923  0.26
O 7.128 -10.990 23.012  -0.79
C 5.216 -11.986 24.489  0.64
C 5.943 -13.146 24.666  -0.20
C 5.375 -14.306 25.193  -0.78
C 3.982 -14.359 25.304  -0.34
C 3.189 -13.274 24.882  -0.72
C 3.819 -12.032 24.684  -0.62
C 11.982 -11.035 24.250  0.47
C 12.235 -11.926 23.180  0.32
C 13.260 -12.840 23.287  -0.95
C 13.912 -13.058 24.500  -0.25
C 13.593 -12.336 25.635  -0.85
C 12.647 -11.260 25.466  -0.24
H 9.195 -8.941 25.453  0.41
H 10.495 -9.764 26.300  0.44
H 9.457 -11.990 25.863  0.46
H 8.641 -11.323 24.428  -0.19
H 7.784 -10.429 27.194  0.41
H 7.077 -11.839 26.317  0.39
H 7.250 -9.019 25.193  0.27
H 5.859 -9.602 26.174  0.62
H 6.900 -13.166 24.201  0.18
H 5.964 -15.194 25.485  0.38
H 3.511 -15.276 25.632  0.39
H 2.146 -13.413 24.791  0.46
H 3.268 -11.122 24.438  0.40
H 11.597 -11.923 22.285  0.06
H 13.615 -13.458 22.487  0.44
H 14.622 -13.896 24.551  0.32
H 14.112 -12.461 26.592  0.37
H 12.430 -10.599 26.330  0.29
I 7.787 -14.944 21.878  -0.22
C 8.918 -13.340 21.200  -1.18
H 9.228 -13.523 20.165  0.49
H 9.461 -12.716 21.892  0.23
N 2.385 -12.946 16.141  -0.49
C 3.231 -12.520 16.815  -0.21
C 4.283 -12.174 17.744  0.75
C 5.273 -13.165 18.020  -0.91
C 6.281 -12.747 18.917  -0.28
N 6.340 -11.501 19.425  0.56
C 5.409 -10.556 19.031  -0.83
C 4.315 -10.892 18.262  -0.76
H 5.208 -14.162 17.534  0.45
H 7.045 -13.467 19.214  0.19
H 5.658 -9.553 19.281  0.82
H 3.563 -10.165 18.029  0.57
N 12.456 -10.851 16.035  -0.51
C 11.800 -10.859 17.248  0.80
C 12.427 -10.432 18.469  -0.89
C 11.594 -10.313 19.608  -0.69
N 10.309 -10.693 19.631  0.41
C 9.760 -11.156 18.452  -0.22
C 10.499 -11.369 17.320  -0.63
H 13.234 -10.243 15.899  0.19
H 12.313 -11.618 15.394  0.20
H 13.532 -10.205 18.584  0.26
H 12.052 -9.965 20.481  0.65
H 8.722 -11.477 18.539  -0.12
H 10.017 -11.805 16.441  0.38
C 6.905 -8.319 16.509  -0.88
C 7.709 -7.065 16.417  2.02
C 9.022 -7.208 15.733  -2.03
C 6.865 -5.879 15.974  -1.57
O 8.106 -6.734 17.822  -0.04
Si 7.491 -7.135 19.315  -4.40
O 7.985 -8.583 19.815  2.32
O 7.915 -5.809 20.205  -0.18
C 9.213 -5.034 20.496  1.82
C 9.374 -4.161 19.268  -1.22
C 10.333 -5.988 20.626  -1.45
C 8.801 -4.299 21.754  -1.62
O 5.865 -7.064 19.366  0.78
C 4.894 -6.061 19.941  1.95
C 3.601 -6.453 19.345  -1.38
C 5.066 -6.181 21.414  -2.00
C 5.269 -4.680 19.345  -1.13
H 6.589 -8.612 15.464  0.50
H 6.028 -8.116 17.042  0.02
H 7.524 -9.106 17.005  -0.05
H 8.860 -7.597 14.728  0.40
H 9.591 -7.946 16.240  0.39
H 9.501 -6.276 15.639  0.43
H 6.554 -5.900 14.901  0.43
H 7.421 -4.931 15.996  0.32
H 5.975 -5.803 16.592  0.09
H 8.956 -4.677 18.392  -0.09
H 10.489 -3.957 19.055  0.35
H 8.970 -3.167 19.434  0.41
H 10.595 -6.399 19.617  0.27
H 10.234 -6.846 21.305  0.01
H 11.227 -5.437 20.874  0.52
H 7.901 -3.734 21.525  0.36
H 9.575 -3.538 22.026  0.35
H 8.625 -4.920 22.650  0.23
H 3.291 -7.468 19.724  0.22
H 3.704 -6.566 18.217  0.25
H 2.857 -5.603 19.554  0.35
H 5.039 -7.181 21.744  0.34
H 4.408 -5.602 22.031  0.53
H 5.977 -5.760 21.720  0.23
H 5.272 -4.760 18.225  0.24
H 6.296 -4.253 19.645  -0.15
H 4.427 -4.003 19.560  0.60